*a*
{"formula": "C5H11NO", "method": "wB97M-V/def2-TZVPD", "homo_ha": [-0.53730, -0.53730], "gap_ev": [9.685, 6.747], "charge": 1, "multiplicity": 2, "lumo_energy_ev": [-4.936, -7.874], "symbols": ["C", "C", "C", "C", "N", "C", "H", "H", "H", "H", "H", "H", "H", "H", "H", "H", "H", "O"], "coordinates": [[-1.762, 2.754, 0.073], [-0.594, 1.864, -0.392], [0.017, 1.031, 0.679], [0.556, -0.180, 0.267], [1.069, -1.152, 1.065], [0.588, -1.663, 2.105], [-2.475, 2.872, -0.735], [-1.451, 3.730, 0.410], [-2.290, 2.235, 0.868], [0.179, 2.448, -0.900], [-0.999, 1.159, -1.106], [0.151, 1.397, 1.686], [0.585, -0.560, -0.742], [1.120, -2.431, 2.670], [-0.376, -1.461, 2.587], [0.095, -2.807, -2.193], [0.120, -2.875, -3.690], [0.597, -2.479, -2.946]], "mulliken_spin": [0.02, -0.01, 0.35, 0.17, 0.31, 0.02, 0.00, 0.00, 0.00, 0.07, 0.02, 0.02, 0.01, 0.01, 0.01, 0.00, 0.00, 0.00]}

=====

*b*
{"formula": "C5H11NO", "method": "wB97M-V/def2-TZVPD", "homo_ha": [-0.51910, -0.49741], "gap_ev": [10.465, 5.025], "charge": 1, "multiplicity": 2, "lumo_energy_ev": [-3.661, -8.510], "symbols": ["N", "C", "C", "C", "C", "C", "H", "H", "H", "H", "H", "H", "H", "H", "H", "H", "H", "O"], "coordinates": [[2.262, 1.569, 0.027], [1.013, 1.266, 0.535], [-2.697, 0.143, -2.166], [-1.944, -0.368, -1.208], [-0.981, 0.568, -0.569], [0.278, 0.284, -0.291], [2.832, 0.714, 0.406], [2.323, 1.944, -0.893], [0.257, 2.051, 0.670], [1.035, 0.732, 1.610], [-3.660, -0.218, -2.633], [-2.513, 1.133, -2.516], [-2.156, -1.344, -0.893], [-1.347, 1.528, -0.174], [0.757, -0.734, -0.547], [1.953, -3.508, 2.448], [1.460, -2.713, 3.550], [1.128, -3.049, 2.644]], "mulliken_spin": [0.50, 0.02, 0.09, 0.01, 0.17, 0.20, -0.01, -0.02, 0.04, 0.00, 0.00, 0.00, 0.01, 0.00, 0.00, 0.00, 0.00, 0.00]}

=====

*c*
{"formula": "C5H11NO", "method": "wB97M-V/def2-TZVPD", "homo_ha": [-0.59259, -0.58866], "gap_ev": [12.376, 7.746], "charge": 1, "multiplicity": 2, "lumo_energy_ev": [-3.750, -8.272], "symbols": ["C", "N", "C", "C", "C", "C", "O", "H", "H", "H", "H", "H", "H", "H", "H", "H", "H", "H"], "coordinates": [[1.160, -1.067, 1.002], [0.451, -0.624, -0.184], [0.929, -1.114, -1.443], [-0.038, 1.732, -0.268], [-0.642, 0.301, -0.131], [-1.531, 0.190, 1.129], [1.090, -0.477, 2.027], [1.772, -1.958, 0.824], [0.187, -1.788, -1.872], [1.046, -0.288, -2.148], [1.888, -1.616, -1.332], [-0.872, 2.405, -0.068], [0.835, 1.881, 0.365], [0.231, 1.934, -1.311], [-1.298, 0.085, -0.964], [-1.578, -0.842, 1.489], [-2.538, 0.522, 0.920], [-1.095, 0.725, 1.964]], "mulliken_spin": [-0.09, 0.69, -0.01, 0.12, 0.00, 0.02, 0.18, 0.00, 0.05, 0.03, 0.01, 0.00, 0.00, 0.00, 0.01, 0.00, 0.00, 0.00]}

=====

*d*
{"formula": "C5H11NO", "method": "wB97M-V/def2-TZVPD", "homo_ha": [-0.51721, -0.52612], "gap_ev": [7.609, 7.519], "charge": 1, "multiplicity": 2, "lumo_energy_ev": [-6.465, -6.797], "symbols": ["C", "N", "C", "C", "C", "C", "H", "H", "H", "H", "H", "H", "H", "H", "H", "H", "H", "O"], "coordinates": [[-1.546, 1.057, 1.821], [-0.728, -1.450, 0.642], [-0.490, -0.316, 0.015], [-1.136, 0.806, 0.386], [-0.571, 2.073, -0.337], [0.214, 1.918, -1.498], [-0.671, 1.217, 2.398], [-2.299, 1.758, 2.005], [-2.020, 0.183, 2.277], [-1.516, -1.884, 0.213], [-0.102, -2.259, 0.823], [0.148, -0.390, -0.839], [-0.967, 3.001, 0.098], [-0.216, 1.402, -2.371], [1.321, 1.829, -1.575], [3.684, -2.565, -0.222], [2.259, -2.803, -1.052], [3.331, -2.822, -1.071]], "mulliken_spin": [0.01, 0.00, 0.15, 0.01, 0.02, 0.75, 0.00, 0.00, 0.00, 0.01, 0.00, -0.02, 0.03, 0.02, 0.01, 0.00, 0.00, 0.00]}

=====

Stability, lowest: *d*

=====

*a*
{"formula": "C21H28N4O2", "method": "wB97M-V/def2-TZVPD", "homo_ha": -0.30169, "gap_ev": 8.773, "smiles": "COc1ccc([C@@H](CNC(=O)Nc2ccccc2)N2CCN(C)CC2)cc1", "lumo_energy_ev": 0.564, "symbols": ["C", "O", "C", "C", "C", "C", "C", "C", "N", "C", "O", "N", "C", "C", "C", "C", "C", "C", "N", "C", "C", "N", "C", "C", "C", "C", "C", "H", "H", "H", "H", "H", "H", "H", "H", "H", "H", "H", "H", "H", "H", "H", "H", "H", "H", "H", "H", "H", "H", "H", "H", "H", "H", "H", "H"], "coordinates": [[1.473, 5.720, 0.933], [1.527, 4.949, -0.243], [1.276, 3.613, -0.156], [0.934, 2.935, 1.008], [0.702, 1.570, 0.967], [0.803, 0.844, -0.212], [0.595, -0.657, -0.185], [-0.244, -1.158, -1.376], [-1.520, -0.481, -1.442], [-2.598, -0.981, -0.755], [-2.611, -2.093, -0.278], [-3.655, -0.097, -0.728], [-4.940, -0.291, -0.216], [-5.333, -1.464, 0.423], [-6.622, -1.582, 0.907], [-7.532, -0.548, 0.768], [-7.142, 0.620, 0.134], [-5.857, 0.749, -0.355], [1.831, -1.426, -0.072], [2.433, -1.352, 1.245], [3.541, -2.395, 1.354], [4.557, -2.138, 0.353], [5.672, -3.050, 0.471], [3.952, -2.192, -0.964], [2.847, -1.145, -1.068], [1.142, 1.536, -1.373], [1.373, 2.895, -1.349], [0.471, 5.710, 1.375], [1.721, 6.736, 0.630], [2.201, 5.375, 1.673], [0.845, 3.453, 1.950], [0.432, 1.061, 1.882], [0.014, -0.900, 0.713], [0.269, -1.014, -2.327], [-0.445, -2.221, -1.237], [-1.464, 0.514, -1.601], [-3.521, 0.792, -1.189], [-4.627, -2.269, 0.530], [-6.917, -2.497, 1.400], [-8.537, -0.650, 1.149], [-7.842, 1.435, 0.018], [-5.558, 1.663, -0.851], [1.668, -1.563, 1.996], [2.862, -0.355, 1.443], [4.001, -2.335, 2.343], [3.098, -3.399, 1.230], [6.422, -2.794, -0.276], [6.115, -2.943, 1.461], [5.379, -4.103, 0.329], [4.722, -1.984, -1.711], [3.521, -3.188, -1.168], [2.405, -1.200, -2.064], [3.293, -0.146, -0.928], [1.230, 1.013, -2.313], [1.637, 3.430, -2.248]], "mulliken_charge": [-0.85, -0.46, 0.80, -0.57, -0.67, 0.00, -0.38, -1.93, -0.13, 0.74, -0.68, -0.09, 0.61, -0.39, -0.59, -0.51, -0.51, -0.52, 0.26, -0.43, -0.93, -0.12, -1.10, -1.12, -0.26, 0.27, -0.90, 0.34, 0.25, 0.34, 0.43, 0.40, 0.65, 0.29, 0.50, 0.31, 0.16, 0.49, 0.36, 0.37, 0.36, 0.30, 0.36, 0.30, 0.48, 0.38, 0.34, 0.34, 0.38, 0.49, 0.39, 0.34, 0.25, 0.40, 0.45]}

=====

*b*
{"formula": "C21H28N4O2", "method": "wB97M-V/def2-TZVPD", "homo_ha": -0.27288, "gap_ev": 7.887, "smiles": "COc1cc(-c2nc3cnccn3c2NC(C)(C)CC(C)(C)C)ccc1O", "lumo_energy_ev": 0.462, "symbols": ["C", "O", "C", "C", "C", "C", "N", "C", "C", "N", "C", "C", "N", "C", "N", "C", "C", "C", "C", "C", "C", "C", "C", "C", "C", "C", "O", "H", "H", "H", "H", "H", "H", "H", "H", "H", "H", "H", "H", "H", "H", "H", "H", "H", "H", "H", "H", "H", "H", "H", "H", "H", "H", "H", "H"], "coordinates": [[-0.918, -4.317, -1.511], [0.473, -4.339, -1.322], [1.164, -3.148, -1.422], [0.594, -1.906, -1.624], [1.400, -0.767, -1.706], [0.806, 0.548, -1.906], [1.338, 1.427, -2.779], [0.541, 2.474, -2.786], [0.603, 3.672, -3.507], [-0.318, 4.592, -3.431], [-1.383, 4.346, -2.636], [-1.529, 3.228, -1.877], [-0.543, 2.286, -1.901], [-0.349, 1.080, -1.305], [-1.155, 0.498, -0.345], [-1.527, 1.113, 0.945], [-3.050, 1.351, 0.915], [-0.812, 2.441, 1.196], [-1.294, 0.092, 2.087], [0.104, -0.236, 2.663], [1.148, -0.539, 1.588], [-0.077, -1.499, 3.520], [0.633, 0.870, 3.583], [2.780, -0.899, -1.619], [3.353, -2.139, -1.412], [2.558, -3.268, -1.300], [3.126, -4.484, -1.087], [-1.182, -3.928, -2.499], [-1.243, -5.354, -1.432], [-1.419, -3.723, -0.739], [-0.472, -1.811, -1.766], [1.441, 3.850, -4.164], [-2.149, 5.108, -2.640], [-2.409, 3.033, -1.289], [-0.857, -0.457, -0.205], [-3.578, 0.401, 0.873], [-3.369, 1.890, 1.803], [-3.342, 1.927, 0.042], [-0.963, 2.742, 2.229], [-1.205, 3.231, 0.562], [0.255, 2.355, 1.005], [-1.732, -0.849, 1.741], [-1.904, 0.424, 2.931], [1.305, 0.305, 0.924], [2.102, -0.771, 2.057], [0.860, -1.401, 0.991], [0.867, -1.784, 3.978], [-0.423, -2.336, 2.915], [-0.803, -1.326, 4.312], [1.472, 0.491, 4.162], [-0.136, 1.195, 4.280], [0.984, 1.730, 3.024], [3.395, -0.019, -1.713], [4.422, -2.256, -1.335], [2.419, -5.143, -1.068]], "mulliken_charge": [-0.81, -0.56, 1.19, -0.15, -0.22, 0.56, -0.84, 0.16, -0.45, -0.66, -0.61, 0.25, 0.28, -0.15, -0.08, 2.39, -1.82, -1.98, -2.82, 3.04, -1.80, -2.09, -1.99, -0.74, -0.94, 0.48, -0.63, 0.34, 0.27, 0.26, 0.64, 0.42, 0.38, 0.18, 0.08, 0.36, 0.42, 0.37, 0.45, 0.57, 0.34, 0.42, 0.64, 0.23, 0.69, 0.13, 0.46, 0.40, 0.46, 0.49, 0.38, 0.36, 0.47, 0.41, 0.35]}

=====

Stability, lowest: *b*

=====

*a*
{"formula": "C4H6BrNO2", "method": "wB97M-V/def2-TZVPD", "homo_ha": -0.34549, "gap_ev": 9.623, "lumo_energy_ev": 0.221, "symbols": ["C", "C", "C", "C", "N", "O", "O", "Br", "H", "H", "H", "H", "H", "H"], "coordinates": [[-1.532, -1.616, 0.085], [1.311, 0.433, 0.223], [-1.400, -0.364, -0.559], [-0.096, 0.500, 0.787], [-1.787, -2.604, 0.585], [2.292, 0.056, 1.220], [-0.695, -0.504, -1.743], [-0.774, 2.339, 0.882], [1.653, 1.447, -0.184], [1.448, -0.253, -0.675], [-2.238, 0.260, -0.596], [-0.401, -0.120, 1.542], [3.161, 0.260, 0.905], [-0.942, 0.166, -2.473]], "mulliken_charge": [0.24, -0.28, -0.18, -0.58, -0.37, -0.52, -0.53, -0.16, 0.31, 0.25, 0.51, 0.67, 0.30, 0.34]}

=====

*b*
{"formula": "C4H6BrNO2", "method": "wB97M-V/def2-TZVPD", "homo_ha": -0.38184, "gap_ev": 10.545, "smiles": "C[C@H]1[C@H](Br)[C@H]1[N+](=O)[O-]", "lumo_energy_ev": 0.154, "symbols": ["C", "C", "C", "Br", "C", "N", "O", "O", "H", "H", "H", "H", "H", "H"], "coordinates": [[-1.148, 1.191, 0.214], [0.133, 0.725, -0.423], [1.230, 0.157, 0.403], [3.064, 0.567, 0.008], [0.485, -0.752, -0.540], [-0.383, -1.755, 0.026], [-0.794, -1.582, 1.153], [-0.636, -2.707, -0.674], [-1.413, 0.572, 1.068], [-1.960, 1.158, -0.509], [-1.031, 2.218, 0.554], [0.430, 1.307, -1.290], [1.066, 0.003, 1.462], [0.955, -1.102, -1.451]], "mulliken_charge": [-1.43, 0.16, -0.36, -0.15, -0.35, 0.96, -0.58, -0.60, 0.34, 0.34, 0.37, 0.42, 0.40, 0.48]}

=====

Stability, lowest: *b*

=====

*a*
{"formula": "C9H10N4O", "method": "wB97M-V/def2-TZVPD", "homo_ha": -0.24768, "gap_ev": 6.955, "lumo_energy_ev": 0.216, "symbols": ["C", "C", "C", "C", "C", "C", "C", "C", "C", "N", "N", "N", "N", "O", "H", "H", "H", "H", "H", "H", "H", "H", "H", "H"], "coordinates": [[-2.830, -1.615, -0.364], [-3.158, -0.229, -0.260], [-1.496, -2.109, -0.186], [-0.774, 0.187, 0.130], [3.380, -1.287, 0.105], [-2.090, 0.606, -0.064], [-0.430, -1.211, 0.147], [4.283, -0.214, -0.041], [-2.330, 2.082, -0.053], [2.221, 0.556, 0.149], [0.681, -1.799, 0.383], [2.151, -0.705, 0.172], [5.613, -0.083, -0.312], [3.531, 0.876, -0.012], [-3.631, -2.373, -0.441], [-4.102, 0.218, -0.534], [-1.176, -3.163, -0.292], [-0.055, 0.853, 0.432], [3.516, -2.281, 0.312], [-2.773, 2.413, -0.938], [-3.119, 2.533, 0.680], [-1.404, 2.711, 0.192], [6.056, -0.935, -0.523], [5.712, 0.884, -0.502]], "mulliken_charge": [-0.36, -0.80, -0.58, -0.92, -0.38, 1.07, 0.86, 0.44, -1.42, -0.48, -0.62, 0.41, -0.44, -0.25, 0.30, 0.38, 0.36, 0.58, 0.45, 0.35, 0.28, 0.26, 0.23, 0.26]}

=====

*b*
{"formula": "C9H10N4O", "method": "wB97M-V/def2-TZVPD", "homo_ha": -0.33017, "gap_ev": 9.339, "smiles": "N#CCN1CCC/C1=C(/C#N)C(N)=O", "lumo_energy_ev": 0.354, "symbols": ["N", "C", "C", "N", "C", "C", "C", "C", "C", "C", "N", "C", "N", "O", "H", "H", "H", "H", "H", "H", "H", "H", "H", "H"], "coordinates": [[0.546, -2.141, 4.065], [0.209, -1.369, 3.238], [-0.221, -0.365, 2.265], [0.053, -0.814, 0.860], [0.641, -2.120, 0.514], [0.782, -2.118, -1.003], [0.666, -0.673, -1.459], [0.020, 0.041, -0.263], [-0.486, 1.332, -0.399], [-1.149, 1.993, 0.702], [-1.580, 2.549, 1.626], [-0.301, 2.178, -1.580], [-1.192, 3.122, -2.027], [0.659, 2.056, -2.327], [0.303, 0.565, 2.510], [-1.275, -0.190, 2.432], [1.640, -2.209, 0.980], [-0.032, -2.973, 0.818], [-0.027, -2.720, -1.490], [1.760, -2.533, -1.316], [1.667, -0.235, -1.624], [0.117, -0.551, -2.418], [-0.876, 3.773, -2.734], [-1.923, 3.402, -1.368]], "mulliken_charge": [-0.42, -0.05, -0.33, 0.08, -0.70, -0.56, -0.55, 0.31, 0.56, -0.16, -0.58, 0.31, -0.46, -0.64, 0.41, 0.35, 0.41, 0.31, 0.30, 0.28, 0.28, 0.36, 0.26, 0.22]}

=====

Stability, lowest: *a*